11
Properties=species:S:1:pos:R:3 method="wB97M-V/def2-TZVPD" smiles="[H]/N=C1/N=CC=NC1=S" relative_energy_kj_mol=227.27
H 2.62343 -0.26491 -1.35399
N 1.64885 -0.08069 -1.54785
C 0.75772 -0.05705 -0.68419
N -0.54903 0.04315 -1.29938
C -1.45457 0.00851 -0.50771
C -1.38938 0.01512 0.97297
N -0.23839 -0.17727 1.57390
C 0.88943 0.00186 0.79878
S 2.41411 0.18531 1.53131
H -2.38468 0.26802 -0.97481
H -2.31750 0.05795 1.49097


9
Properties=species:S:1:pos:R:3 method="wB97M-V/def2-TZVPD" relative_energy_kj_mol=360.67
C -0.58624 -1.07043 0.14617
C -1.38931 0.13416 0.55875
C -3.80055 -0.00182 -0.35211
C -0.21867 0.15081 -0.04633
N -2.62315 0.19664 -0.17137
O 0.83745 0.82091 -0.44638
H -0.57580 -2.04381 0.67389
H -1.52552 0.33285 1.66113
H 1.35736 0.16406 -0.80599


9
Properties=species:S:1:pos:R:3 method="wB97M-V/def2-TZVPD" relative_energy_kj_mol=554.53
O 0.28025 -1.66388 -0.63225
C 0.09748 -0.32868 -0.33294
C -0.79729 0.06857 0.69469
C -1.54730 0.34345 1.59824
C 1.08793 0.51711 -0.63492
N 1.87742 1.32385 -1.09619
H 0.56511 -2.08213 0.19287
H 0.65161 1.23045 -2.17924
H -2.21522 0.59127 2.38974


9
Properties=species:S:1:pos:R:3 method="wB97M-V/def2-TZVPD" relative_energy_kj_mol=411.46
O 0.80903 0.43076 -1.50445
C 0.32046 -0.05800 -0.30206
C -1.04257 -0.42382 -0.21019
C -2.20335 -0.73882 -0.13632
C 1.02890 0.11738 0.80624
N 1.65400 0.42251 1.81812
H 1.61732 -0.04788 -1.71617
H 1.04170 1.33237 1.33245
H -3.22549 -1.03451 -0.08763


9
Properties=species:S:1:pos:R:3 method="wB97M-V/def2-TZVPD" smiles="O=C1C=CC=N1" relative_energy_kj_mol=209.31
O -0.97967 1.50724 0.87791
C -0.28790 0.66049 0.19384
C -0.62529 0.01821 -1.11833
C 0.13549 -1.07857 -0.93675
C 1.05917 -0.94163 0.16900
N 0.77999 -0.07869 0.89863
H -1.24749 0.38878 -1.83663
H 0.20233 -1.86351 -1.52291
H 1.73376 -1.98334 0.19933


10
Properties=species:S:1:pos:R:3 method="wB97M-V/def2-TZVPD" smiles="N#C/C(O)=C/C=O" relative_energy_kj_mol=295.62
N -3.22520 -0.92675 -0.09642
C -2.17091 -0.50794 -0.01994
C -0.48085 0.22882 0.14749
O -0.47182 1.54570 0.13229
C 0.54602 -0.61464 0.09606
C 1.90839 -0.12581 -0.10061
O 2.88582 -0.82711 -0.14448
H -1.35325 1.94228 0.11038
H 0.39435 -1.67886 0.14705
H 1.96744 0.96430 -0.27182


10
Properties=species:S:1:pos:R:3 method="wB97M-V/def2-TZVPD" smiles="N=C=C=C=O.C=O" relative_energy_kj_mol=384.30
N -0.20115 1.67712 0.33952
C 0.77416 1.13613 -0.07478
C 1.73561 0.42267 -0.42148
C 2.67855 -0.40619 -0.33135
O 3.54308 -1.16620 -0.52485
H -0.73886 2.46528 -0.01215
C -1.90497 -0.97338 0.24593
O -1.73456 0.10628 -0.25654
H -1.41634 -1.97801 0.07873
H -2.73553 -1.28370 0.95698


10
Properties=species:S:1:pos:R:3 method="wB97M-V/def2-TZVPD" smiles="O=Cc1ccon1" relative_energy_kj_mol=250.83
O -2.23395 0.84868 -0.48096
C -1.76174 -0.25133 -0.65187
C -0.29206 -0.41648 -0.20138
C 0.41692 0.71096 0.34028
C 1.64520 0.21142 0.60345
O 1.69057 -1.08969 0.26106
N 0.47918 -1.47926 -0.24123
H -2.53890 -0.85444 -1.13165
H 0.03010 1.70731 0.48741
H 2.56468 0.61282 1.01490


10
Properties=species:S:1:pos:R:3 method="wB97M-V/def2-TZVPD" smiles="O=Cc1ccon1" relative_energy_kj_mol=220.79
O -2.58799 0.51434 -0.32176
C -1.65300 -0.01250 -0.86872
C -0.36973 -0.32116 -0.17595
C 0.34816 0.62924 0.59631
C 1.54277 0.02485 0.78003
O 1.53621 -1.19461 0.21789
N 0.32853 -1.40580 -0.40384
H -1.62313 -0.19433 -1.95837
H 0.00901 1.60770 0.89875
H 2.46916 0.35228 1.23565


10
Properties=species:S:1:pos:R:3 method="wB97M-V/def2-TZVPD" smiles="O=Cc1ncco1" relative_energy_kj_mol=336.00
O 2.71906 0.75341 0.50021
C 2.00292 0.05642 -0.17177
C 0.52696 -0.01686 0.02537
N -0.25264 -0.79340 -0.67341
C -1.47184 -0.55136 -0.10679
C -1.43173 0.42087 0.87940
O -0.06868 0.75362 0.93063
H 2.36498 -0.58313 -0.99725
H -2.40177 -1.00309 -0.43057
H -1.98727 0.96351 0.04416


11
Properties=species:S:1:pos:R:3 method="wB97M-V/def2-TZVPD" smiles="N#CC(=O)C(=O)CO" relative_energy_kj_mol=479.14
N 3.71808 -0.03933 0.54223
C 2.56006 0.13358 0.16272
C 1.29406 -0.23052 -0.29664
O 1.06233 -1.48026 -0.61114
C -0.05586 0.83840 -0.06045
O 0.18153 2.01434 -0.23470
C -1.50943 0.25930 0.19428
O -1.47802 -1.15015 0.56850
H -2.04552 1.02612 0.82543
H -2.23040 0.34821 -0.64097
H -1.49684 -1.71969 -0.44926


11
Properties=species:S:1:pos:R:3 method="wB97M-V/def2-TZVPD" relative_energy_kj_mol=346.80
H 2.17456 2.11927 0.39680
N 2.07265 1.61801 -0.42491
C 0.93036 0.79315 -0.12891
O 0.56933 0.64066 1.14128
C -0.41966 -0.32058 1.11191
C -0.79927 -0.73922 -0.13331
O -1.83093 -1.43559 -0.62039
C 0.08994 -0.01033 -1.07843
O 0.13016 0.05016 -2.27874
H -0.45758 -0.75902 2.07686
H -2.45955 -1.95651 -0.06215


11
Properties=species:S:1:pos:R:3 method="wB97M-V/def2-TZVPD" smiles="O=[N+]([O-])c1ccoc1" relative_energy_kj_mol=627.64
O -1.81479 1.19876 -0.12751
N -1.40447 0.02585 -0.12584
O -2.12642 -1.04680 0.26330
C 0.05037 -0.11711 -0.05390
C 0.76843 1.17881 0.06817
C 2.05903 0.72625 0.17721
O 1.99799 -0.77034 -0.08778
C 0.69604 -1.16995 -0.16074
H 0.30079 2.21483 0.00975
H 2.98311 1.18437 0.33351
H 0.64990 -2.34106 -0.03094


14
Properties=species:S:1:pos:R:3 method="wB97M-V/def2-TZVPD" relative_energy_kj_mol=210.73
C -0.31685 -1.26555 -2.16355
C 0.59820 -0.86857 -1.14808
C -1.59719 -1.36984 -1.72179
C -0.06262 -0.76653 0.01614
N 0.60154 2.40399 1.52403
O 0.08818 3.10006 2.33719
O 1.12880 2.63437 0.48435
O 1.96496 0.18795 2.38695
O -0.42110 0.29008 3.02865
S -1.74673 -1.00858 -0.03670
S 0.60091 0.46573 2.04423
H -0.01338 -1.45065 -3.17758
H 1.64783 -0.70867 -1.29587
H -2.47256 -1.64377 -2.27795


10
Properties=species:S:1:pos:R:3 method="wB97M-V/def2-TZVPD" relative_energy_kj_mol=426.74
C 0.87772 -0.22880 -0.76340
C 0.22784 1.01050 -0.22552
C -0.17227 0.12532 -1.47843
C -0.47829 0.59638 1.02723
N -0.32573 0.28376 2.24344
O -0.31251 -1.97142 0.82280
S -1.18623 -0.98654 1.42956
H 1.70665 -0.91930 -0.52015
H 0.53842 2.11322 -0.29584
H -0.87559 -0.02311 -2.23969


9
Properties=species:S:1:pos:R:3 method="wB97M-V/def2-TZVPD" smiles="CC1=NS2#CC=21" relative_energy_kj_mol=341.38
C -0.15533 1.27594 0.47996
C -0.01685 -0.09643 0.00280
N 1.03211 -0.45840 -0.77384
S 0.88754 -2.14230 -1.11244
C -0.62078 -2.50868 -0.25122
C -0.67491 -1.26070 0.11015
H -0.36188 1.48767 1.56790
H -0.88436 1.90388 -0.30755
H 0.79444 1.79902 0.28425


9
Properties=species:S:1:pos:R:3 method="wB97M-V/def2-TZVPD" relative_energy_kj_mol=302.08
C 1.89125 0.78793 0.18433
C 2.75303 -0.10903 -0.09114
C 0.10968 0.06379 -0.02412
C -1.37622 -0.16408 -0.01641
N 0.65086 1.20547 0.19609
S 1.32982 -1.24491 -0.23985
H -1.99697 0.73519 0.06287
H -1.50657 -0.73305 0.91555
H -1.85488 -0.54129 -0.98733


10
Properties=species:S:1:pos:R:3 method="wB97M-V/def2-TZVPD" smiles="N#CC(=S)CC=S" relative_energy_kj_mol=61.46
N 2.53510 -0.67906 0.66363
C 1.55321 -0.07762 0.66652
C 0.29385 0.67886 0.71250
S 0.32869 2.27627 0.84908
C -0.92702 -0.17864 0.54995
C -1.12821 -0.47344 -0.89840
S -1.10765 -1.94394 -1.55951
H -0.90548 -1.12450 1.14692
H -1.79075 0.43456 0.88214
H -1.33692 0.43108 -1.49101


10
Properties=species:S:1:pos:R:3 method="wB97M-V/def2-TZVPD" total_charge=-1 relative_energy_kj_mol=318.33
C 0.68115 -0.19442 0.06533
C -0.42797 -1.08461 0.04470
C -0.08562 0.94492 -0.05959
C -1.46921 0.09650 -0.04645
O -0.50297 -2.27330 -0.02541
O 0.13069 2.18818 -0.12656
S 4.07486 -0.06277 0.20065
H -2.04166 0.15524 -1.00382
H -2.12100 0.57130 0.79623
H 1.76173 -0.34105 0.15492


12
Properties=species:S:1:pos:R:3 method="wB97M-V/def2-TZVPD" total_charge=+1 s2=0.753 multiplicity=2 relative_energy_kj_mol=96.79
C -0.64634 0.15610 -0.49267
C 0.28612 -0.76881 -0.80556
H 0.23532 -1.34646 -1.73186
O -1.90810 -0.65118 1.38941
C -1.37063 0.39546 0.74954
O -2.10945 1.39623 0.55155
H -2.52953 -1.10688 0.80672
O 1.40022 -1.01867 -0.07143
C 2.41190 -0.08205 -0.13462
O 3.09355 0.00353 0.89115
Sc 2.64219 2.17606 -0.03081
H -1.50525 0.84667 -1.12142